# 1
Computed, not measured: 5 unconnected molecules or ions with the total composition C8H28NO7 in a non-equilibrium geometry, with wB97M-V/def2-TZVPD.

Positions of all 44 atoms, in Å:
H 3.233 -3.766 -5.994
C 0.692 0.080 5.680
O 3.800 -4.877 -4.357
H 3.230 3.006 -2.334
C -7.282 -2.792 3.036
O 1.570 1.879 4.358
C 2.836 5.247 -2.784
C 3.118 -3.739 -4.911
H 4.342 3.783 -3.368
H 1.816 -4.104 -2.653
O 0.664 -0.841 4.611
H -6.878 -0.260 2.651
O -6.202 -0.772 2.202
H 1.279 -4.647 -4.507
H -1.770 0.727 0.255
C 1.839 1.158 5.495
C -6.738 -2.025 1.872
H 2.399 3.833 -4.882
O 1.557 5.336 -2.208
H 2.817 0.698 5.349
H -0.230 0.661 5.652
O 1.759 -3.232 -3.051
H 1.352 -1.499 4.487
H -6.844 -3.782 2.912
H -1.025 1.810 -0.828
H -7.075 -2.291 3.982
O 2.494 3.154 -4.211
H 0.590 -0.448 6.628
H -0.462 1.492 0.707
H -5.887 -2.622 1.545
H 3.641 5.795 -2.295
H -0.349 0.343 -0.466
H 4.579 -4.448 -3.994
H -8.372 -2.786 3.040
H -7.423 -1.903 1.033
H 1.339 6.260 -2.350
H 0.959 -2.929 -4.820
H 2.347 2.393 4.127
H 1.894 1.944 6.248
H 2.718 5.769 -3.734
C 3.286 3.782 -3.098
N -0.909 1.106 -0.113
H 3.635 -2.858 -4.531
C 1.662 -3.635 -4.378

The largest force on an atom comes out at 2.86 eV Å⁻¹. The value obtained for the HOMO energy is -11.93 eV. The charge is +1. The HOMO-LUMO gap comes out at 7.9751 eV. As for the energy above the lowest of the compared OMol25 structures with the same formula, charge and spin: 4.113 eV. As for the total energy: -24562.335 eV.

# 2
Computed, not measured: 9 unconnected molecules or ions with the total composition C8H28O8 in a non-equilibrium geometry, with wB97M-V/def2-TZVPD.

Positions of all 44 atoms, in Å:
H 4.333 -0.594 0.346
H -4.378 -0.354 0.764
H 3.986 0.492 1.624
O -1.770 -3.215 -2.360
H -3.364 -1.027 -0.475
C -0.240 -0.263 0.561
O -0.256 3.781 2.037
H 0.809 1.872 -1.620
H 0.575 -0.044 -3.060
O 0.579 -3.081 2.737
H 3.807 -1.321 1.721
C -1.144 0.547 1.089
H 2.747 3.376 0.903
H -0.963 1.043 2.040
O 1.272 0.607 -2.807
H -0.865 4.033 1.332
C -2.498 0.710 0.464
C 1.118 -0.468 1.123
O 2.092 3.997 0.559
C 2.259 -0.184 0.510
H -1.412 -3.541 -1.520
H -1.137 -1.449 -2.469
H -2.390 2.780 -0.121
C -2.919 1.832 -0.084
H 1.174 -0.854 2.134
H 1.258 -3.126 -0.413
H -0.376 -0.802 -0.364
H -3.878 1.963 -0.575
H 0.667 3.968 1.748
H 1.493 3.523 -0.062
H 0.465 -2.550 3.534
H -1.705 -1.067 -3.771
H -0.163 2.213 -0.364
H 2.337 0.307 -0.454
H 1.630 0.921 -3.636
H 0.790 -3.951 3.096
O -0.937 -0.869 -3.233
C -3.333 -0.548 0.518
C 3.597 -0.412 1.157
H -2.936 -1.371 1.108
H 0.104 -2.885 0.632
O 0.322 -2.948 -0.306
O 0.363 2.573 -1.092
H -1.114 -3.611 -2.949

The largest force on an atom comes out at 2.16 eV Å⁻¹. The value obtained for the HOMO energy is -8.70 eV. The charge is 0. The HOMO-LUMO gap comes out at 8.8115 eV. Its structure (SMILES) is C=C(C)/C=C/C=C/C.O.O.O.O.O.O.O.O. As for the energy above the lowest of the compared OMol25 structures with the same formula, charge and spin: 1.414 eV. As for the total energy: -25128.854 eV.

# 3
Computed, not measured: 7 unconnected molecules or ions with the total composition C8H30O7 in a non-equilibrium geometry, with wB97M-V/def2-TZVPD.

Positions of all 45 atoms, in Å:
H -1.681 4.418 2.098
C -4.852 0.965 1.647
H -5.331 -2.138 -1.959
C 0.702 0.551 -1.000
H 4.592 -5.525 -1.971
H 4.339 6.993 -0.596
H 5.755 -2.839 -3.869
H 3.698 -3.624 -2.746
H 4.333 -3.254 -1.175
H 0.581 -4.914 0.376
H -0.668 5.802 2.470
H 0.705 -5.783 1.929
H -4.072 0.924 2.408
H 1.613 0.350 -0.437
O -5.857 0.024 1.988
H -0.080 -1.046 -0.265
C 4.629 -3.527 -2.188
H -6.163 0.307 2.852
C -0.860 4.760 2.728
O -1.043 4.609 4.127
H 0.382 -3.685 3.087
H -5.027 -3.925 -1.907
H -6.392 -2.405 0.055
C 0.357 -4.872 1.442
C 2.576 6.540 -1.196
H -4.341 -2.858 -0.700
H 6.402 -2.397 -2.190
O -6.407 -3.047 -0.659
O 3.452 7.337 -0.470
H 2.967 6.300 -2.185
C -5.215 -3.020 -1.329
H 0.070 4.294 2.404
H -4.354 0.829 0.687
O -0.047 -0.605 -1.117
H 0.880 0.990 -1.982
H -0.295 4.910 4.647
H -5.241 1.974 1.785
H 0.168 1.336 -0.466
H 1.668 7.121 -1.360
H -0.729 -4.861 1.532
H 2.385 5.578 -0.721
C 5.547 -2.483 -2.860
O 0.732 -3.700 2.193
O 5.183 -4.824 -2.255
H 4.937 -1.579 -2.852

The largest force on an atom comes out at 2.55 eV Å⁻¹. The value obtained for the HOMO energy is -9.90 eV. The charge is 0. The HOMO-LUMO gap comes out at 10.1574 eV. Its structure (SMILES) is CCO.CO.CO.CO.CO.CO.CO. As for the energy above the lowest of the compared OMol25 structures with the same formula, charge and spin: 4.181 eV. As for the total energy: -23110.500 eV.

# 4
Computed, not measured: 7 unconnected molecules or ions with the total composition C8H30O8 in a non-equilibrium geometry, with wB97M-V/def2-TZVPD.

Positions of all 46 atoms, in Å:
C -5.255 2.167 -0.509
H -1.627 0.376 3.529
C 2.215 2.358 1.204
O -0.252 0.036 -2.530
O 0.895 2.735 1.002
H 2.571 1.912 -3.155
C 0.637 1.131 -2.458
H -2.153 -0.153 -0.325
H -5.236 1.613 -1.448
O 1.057 -4.308 -1.917
H -0.331 -0.440 4.496
C 2.131 0.932 -2.966
C -0.586 0.402 3.853
H -0.286 -0.065 -1.576
H 2.282 1.284 1.380
H -3.329 2.165 -0.113
H 1.520 -3.553 -1.547
H 0.202 1.951 -3.029
H 0.703 3.674 1.058
H -5.397 3.197 -0.833
O 0.343 0.365 2.820
H -6.101 1.852 0.103
C -1.747 -0.577 0.594
C -0.312 -3.987 -1.543
H 0.793 1.541 -1.460
H 2.477 -0.653 -1.979
O 2.915 0.201 -2.001
H -0.523 -3.897 -0.478
O -0.483 -0.142 0.306
H -0.911 -4.769 -2.010
H -2.121 0.102 1.360
H 1.832 -1.256 0.143
H 3.927 -2.456 0.147
H 1.269 -2.594 1.318
C 2.086 -2.036 0.861
H -0.417 1.215 4.560
O 3.028 -2.792 0.105
H 2.119 0.383 -3.908
H -1.927 -1.621 0.852
O -4.158 1.857 0.261
H -0.090 -0.207 1.180
H 2.782 2.485 0.283
H 0.653 1.233 2.550
H 2.542 -1.498 1.693
H 2.736 2.811 2.048
H -0.472 -2.977 -1.921

The largest force on an atom comes out at 3.30 eV Å⁻¹. The value obtained for the HOMO energy (spin up / spin down) is -12.61 / -12.56 eV. The charge is +1. The HOMO-LUMO gap (spin up / spin down) comes out at 9.8174 / 3.1249 eV. As for the spin multiplicity: 2. The expectation value of S² is 0.756. As for the total energy: -25148.354 eV.

# 5
Computed, not measured: 6 unconnected molecules or ions with the total composition C8H31BO9 in a non-equilibrium geometry, with wB97M-V/def2-TZVPD.

Positions of all 49 atoms, in Å:
H -0.090 -4.007 1.294
H -1.482 0.751 0.205
O -2.228 1.019 -0.337
H 2.061 -2.493 3.048
H -5.653 0.965 1.267
H -2.096 -5.978 1.246
C 1.227 -0.043 3.943
C 1.286 -0.352 -3.742
H 1.007 6.844 -1.843
H -1.034 -4.891 3.465
O 3.477 6.150 -0.760
H -0.986 -6.613 3.401
H 1.732 5.223 -3.992
H -3.080 0.838 0.065
H 0.581 -0.898 4.143
H -0.398 -6.291 0.745
H 2.924 0.080 2.613
H 3.390 6.364 -2.836
H 3.109 4.751 -2.183
H 0.770 5.015 -1.849
O 1.365 0.016 -2.370
C -1.050 -5.709 1.396
O 1.050 5.758 -3.580
H 0.188 -1.830 -4.936
H 4.093 6.870 -0.912
O 0.773 -5.701 3.037
C -0.621 -5.721 2.892
H -1.857 -1.405 -3.956
H 3.404 -0.880 3.930
H -6.982 0.317 0.266
H -6.089 1.708 -0.260
H 1.381 0.297 4.968
H -2.113 0.594 -1.190
H 0.483 -2.243 -3.302
H 1.166 -6.574 2.972
B -6.476 1.205 0.613
C 1.340 5.873 -2.207
O 0.626 0.993 3.168
H 1.157 0.591 -4.272
H 2.267 -0.689 -4.078
C 0.186 -1.405 -3.932
H 0.849 1.857 3.522
O -1.104 -0.837 -3.775
H -7.226 1.832 1.071
O 2.190 -1.695 2.529
H 1.941 -0.469 -1.775
O -0.928 -4.353 0.978
C 2.530 -0.647 3.323
C 2.940 5.814 -2.010

The largest force on an atom comes out at 4.86 eV Å⁻¹. The value obtained for the HOMO energy is -7.15 eV. The charge is 0. The HOMO-LUMO gap comes out at 5.9609 eV. As for the energy above the lowest of the compared OMol25 structures with the same formula, charge and spin: 5.772 eV. As for the total energy: -27892.237 eV.

# 6
Computed, not measured: a molecular structure, C8H32AlN16O12P in a non-equilibrium geometry, with wB97M-V/def2-TZVPD.

Positions of all 70 atoms, in Å:
N -13.879 -3.591 -6.249
O -8.674 -4.647 -2.893
H -7.879 -6.449 2.317
N -12.018 -9.715 -4.434
C -13.167 -9.828 -5.014
H -10.423 -6.363 -9.229
O -8.805 -4.298 -5.345
O -13.489 -7.019 0.878
C -7.758 -0.819 -8.532
H -12.987 -7.917 -5.470
Al -9.713 -1.068 -3.175
H -5.232 -4.693 0.275
N -13.527 -8.757 -5.618
N -6.365 -9.772 -3.912
H -5.748 -10.233 -4.565
H -7.350 -2.276 -9.822
H -5.756 -5.665 -4.970
N -7.324 -1.963 -8.862
H -7.211 -8.901 -1.127
N -7.450 -6.090 1.476
H -11.699 -6.683 -1.680
C -9.924 -8.158 -8.897
H -7.869 -5.982 0.563
C -6.377 -9.838 -2.616
C -13.624 -2.656 -7.057
N -7.618 -0.053 -9.544
O -5.676 -10.587 -1.937
H -4.689 -2.520 -4.674
H -9.756 -9.959 -7.976
N -9.649 -8.955 -7.941
O -8.920 -6.784 -4.576
O -5.612 -5.471 2.463
N -13.717 -6.147 -1.264
O -3.232 -4.432 -4.039
O -14.453 -1.999 -7.531
H -14.614 -5.694 -1.165
H -9.705 -6.598 -7.672
H -11.095 -7.123 -0.170
C -6.284 -5.656 1.499
N -11.915 -6.922 -0.723
H -6.021 -3.647 -5.120
H -4.268 -6.303 -4.174
N -4.888 -5.561 -4.464
H -13.117 -4.042 -5.762
H -6.621 -5.339 -0.459
C -13.088 -6.675 -0.235
N -5.057 -3.430 -4.910
O -10.374 -8.622 -9.884
H -7.464 -0.429 -10.469
O -13.966 -10.819 -4.950
C -4.375 -4.414 -4.368
N -7.240 -9.041 -2.127
O -8.132 -0.396 -7.460
H -7.677 -2.434 -8.041
H -11.705 -3.146 -6.744
H -11.834 -10.069 -3.506
H -11.338 -9.015 -4.694
N -5.939 -5.415 0.282
H -7.797 -8.567 -2.823
N -9.943 -6.970 -8.581
H -7.846 0.920 -9.398
H -14.830 -3.815 -5.992
N -12.366 -2.476 -7.109
O -10.757 -5.059 -4.059
H -14.530 -8.750 -5.736
H -12.997 -5.880 -1.919
H -9.275 -8.460 -7.145
H -7.020 -9.081 -4.248
H -12.283 -1.719 -7.773
P -9.232 -5.302 -4.239

The largest force on an atom comes out at 10.50 eV Å⁻¹. The value obtained for the HOMO energy is -9.46 eV. The charge is 0. The HOMO-LUMO gap comes out at 3.1542 eV. As for the total energy: -73107.249 eV.